The following is a DFT calculation (ωB97M-V with the def2-TZVPD basis set) of IPt2 as an isolated structure.

Geometry as ORCA input:
```
! wB97M-V def2-TZVPD RIJCOSX def2/J DEFGRID3
* xyz 3 5
Pt -14.432 -6.387 -34.419
Pt -16.227 -10.450 -30.654
I -14.775 -8.607 -32.508
*
```

Summary:
relative energy (zero: lowest compared OMol25 entry of this formula, charge and spin): 0.229 eV
HOMO energy (alpha / beta): -24.97 / -24.33 eV
HOMO-LUMO gap (alpha / beta): 7.758 / 5.139 eV
⟨S²⟩: 6.051

The following is a DFT calculation (ωB97M-V with the def2-TZVPD basis set) of a single C4H3NO2 molecule.

Geometry as ORCA input:
```
! wB97M-V def2-TZVPD RIJCOSX def2/J DEFGRID3
* xyz 0 1
C 0.143 0.728 -0.444
H 1.841 -0.534 -1.202
O -1.840 -0.326 0.564
C 0.896 -0.491 -0.669
C 0.353 -1.685 -0.391
O -0.016 -2.761 -0.186
H 0.376 1.594 -1.048
H -0.292 1.355 2.013
N -0.401 1.542 1.011
C -1.059 0.577 0.353
*
```

Summary:
relative energy (zero: lowest compared OMol25 entry of this formula, charge and spin): 2.991 eV
HOMO energy: -9.46 eV
HOMO-LUMO gap: 9.856 eV

The following is a DFT calculation (ωB97M-V with the def2-TZVPD basis set) of a 8-piece molecular cluster, C31H47BF5N2O24 overall.

Geometry as ORCA input:
```
! wB97M-V def2-TZVPD RIJCOSX def2/J DEFGRID3
* xyz 1 1
O -2.100 2.835 -2.625
H -6.072 -2.257 -3.875
F -0.236 0.581 3.651
C 1.833 -1.924 2.084
O -0.085 -3.778 0.763
H 1.164 -1.954 1.239
C -5.322 6.686 -4.387
C -0.225 0.409 2.373
H -2.453 2.760 0.151
H 5.843 4.896 1.961
O 6.310 -5.622 -1.181
O -2.109 1.621 7.529
H -0.984 1.606 -1.373
H 5.432 -1.152 2.327
O -6.050 -3.742 -2.443
H 5.935 -2.979 4.438
H -6.568 -3.856 -4.459
C 5.652 -4.551 -1.676
H -1.064 3.859 0.237
C 4.920 -6.312 -2.868
H -5.739 3.412 -5.670
C -1.454 -3.513 0.408
C -5.026 2.592 -5.628
C 4.511 -1.230 2.888
H -3.369 -0.811 5.840
O -3.120 1.811 -6.639
H -1.474 0.689 5.812
O 2.992 -2.628 1.708
C -4.840 -3.742 -1.851
O -0.671 -5.367 -0.698
O -3.850 -3.568 -2.761
C -4.432 -3.677 -4.069
H 3.300 -2.782 3.751
H -0.195 3.109 -1.889
H -2.767 1.882 5.576
H 1.876 -0.421 3.616
H -2.626 -4.706 -0.964
F 1.225 0.285 0.531
H 8.106 4.132 2.646
O -2.146 0.713 9.596
H 3.968 -6.809 -3.039
C 5.628 -6.801 -1.627
O -3.589 4.445 -3.111
C 2.142 -0.465 2.566
C -5.983 7.454 -3.268
H -5.270 7.945 -2.611
H 6.334 -7.603 -1.828
O -2.567 4.397 -1.097
O 4.961 -4.702 1.814
O -7.773 8.405 -5.995
H -4.304 -4.699 -4.426
F 1.584 1.758 1.989
C -2.825 3.946 -2.348
H 5.982 4.503 3.641
H -5.154 5.645 -4.141
H 4.938 -4.222 0.972
F -0.901 1.406 1.848
H -3.951 -2.995 -4.765
O -5.345 1.588 -6.597
C -3.632 3.002 -6.031
H -2.032 -3.223 1.281
O -4.658 -3.878 -0.678
H -3.629 3.806 -6.771
F -0.833 -0.679 2.026
N 3.573 -0.113 2.462
N 6.082 -3.687 3.725
H 4.936 -7.122 -0.847
O -4.094 0.108 -7.752
H 3.758 0.077 1.468
H 4.559 3.129 1.374
C -5.878 -3.329 -3.805
C 7.334 3.442 2.323
C -1.142 2.662 -1.580
C -2.393 1.099 6.234
H -4.376 7.135 -4.701
C 0.354 -4.811 -0.023
H 5.771 1.633 3.631
O -6.269 6.812 -5.452
O 5.859 -3.422 -1.343
C -7.014 7.928 -5.220
H 4.739 -1.029 3.927
C 4.764 3.142 2.443
C -1.787 3.399 -0.431
H 7.462 3.345 1.250
H 5.542 1.222 1.958
H -3.020 3.295 -5.185
O 4.722 -4.923 -2.580
C 1.224 0.492 1.831
C -2.421 0.661 8.446
O 3.857 1.008 3.252
H -2.292 -5.511 0.573
O -3.087 -0.368 7.852
H -4.444 0.425 6.520
H 1.350 -2.494 2.875
C 3.861 -2.619 2.824
B 5.011 -3.744 2.775
O 1.489 -5.156 -0.092
H 5.534 -6.401 -3.766
H -6.648 6.829 -2.668
C 5.061 1.691 2.815
H 6.223 -4.563 4.222
C -4.178 1.074 -7.067
H 7.537 2.514 2.846
O -6.768 8.417 -3.975
H 3.882 3.507 2.956
H -1.478 -2.701 -0.322
C 5.973 4.065 2.647
H -5.059 2.143 -4.633
C -1.898 -4.826 -0.180
C -3.425 0.033 6.524
*
```

Summary:
HOMO energy: -12.06 eV
HOMO-LUMO gap: 9.344 eV

The following is a DFT calculation (ωB97M-V with the def2-TZVPD basis set) of a single C7H13N2O3 molecule.

Geometry as ORCA input:
```
! wB97M-V def2-TZVPD RIJCOSX def2/J DEFGRID3
* xyz 0 2
H 1.325 -1.331 -0.918
H 1.912 -2.519 1.188
O -0.222 -2.811 -2.931
C -0.963 -1.693 -1.066
H -1.062 -0.810 -1.703
C 0.700 1.100 -0.115
H -0.974 3.280 1.799
C 0.164 3.454 -0.390
H 0.120 2.057 2.474
H 0.895 -3.551 0.187
N 0.082 2.215 0.359
O 1.421 1.130 -1.124
H 0.172 -2.710 1.586
H -1.781 -1.810 -0.353
C 0.453 -0.168 0.587
H 0.077 -0.182 1.609
H 0.178 3.232 -1.460
C 0.581 -1.425 -0.113
H -0.704 4.088 -0.160
O -1.467 -3.889 -1.548
H 1.078 4.006 -0.126
C 0.901 -2.618 0.769
H -1.421 1.565 1.710
N -0.887 -2.880 -1.912
C -0.579 2.269 1.654
*
```

Summary:
relative energy (zero: lowest compared OMol25 entry of this formula, charge and spin): 0.307 eV
HOMO energy (alpha / beta): -8.85 / -9.40 eV
HOMO-LUMO gap (alpha / beta): 9.113 / 7.997 eV
⟨S²⟩: 0.758

The following is a DFT calculation (ωB97M-V with the def2-TZVPD basis set) of an isolated ion of composition C9H17N5 and charge +2.

Geometry as ORCA input:
```
! wB97M-V def2-TZVPD RIJCOSX def2/J DEFGRID3
* xyz 2 1
C 0.897 1.957 -1.164
H 3.631 -0.714 1.029
H -3.171 1.011 -1.456
C 1.681 -2.610 -0.279
N 3.461 -0.005 0.328
H 2.230 -2.546 -1.218
H 1.244 -0.484 1.700
H 1.154 -3.564 -0.287
H -0.391 1.472 2.578
H -1.324 0.025 2.229
H -4.545 0.177 -0.742
C 2.243 0.390 0.017
C -3.507 0.453 -0.587
C 1.041 -0.173 0.672
H 2.389 -2.621 0.545
H 4.281 0.403 -0.101
H -3.480 1.092 0.290
C -2.684 -0.809 -0.395
H -2.855 -1.262 0.589
N -0.462 -1.514 -0.605
C 0.697 -1.522 -0.144
N 2.067 1.299 -0.959
H 2.869 1.603 -1.503
C -0.979 0.967 1.807
C -0.143 0.758 0.596
N -1.302 -0.605 -0.681
H 0.837 2.687 -1.956
H -1.838 1.593 1.591
H -3.009 -1.546 -1.147
H -0.931 2.339 -0.410
N -0.102 1.750 -0.337
*
```

Summary:
relative energy (zero: lowest compared OMol25 entry of this formula, charge and spin): 1.487 eV
HOMO energy (alpha / beta): -15.61 / -15.61 eV
HOMO-LUMO gap (alpha / beta): 7.038 / 7.040 eV

The following is a DFT calculation (ωB97M-V with the def2-TZVPD basis set) of a single C4H7NO2 molecule.

Geometry as ORCA input:
```
! wB97M-V def2-TZVPD RIJCOSX def2/J DEFGRID3
* xyz 0 1
C -1.623 -0.260 -1.456
H 0.293 1.732 1.452
O -2.149 0.311 -0.277
H -0.985 1.678 -0.794
H 2.178 -2.305 0.193
H 0.676 0.170 2.223
C 0.840 0.795 1.338
N 0.869 -1.050 -0.267
H -1.465 -1.320 -1.302
O 1.871 -1.479 0.594
C 0.371 0.068 0.117
C -0.774 0.625 -0.682
H 1.914 0.996 1.285
H -2.017 0.038 -2.425
*
```

Summary:
relative energy (zero: lowest compared OMol25 entry of this formula, charge and spin): 3.996 eV
HOMO energy: -9.85 eV
HOMO-LUMO gap: 10.790 eV

| no. | E_tot (Eh) |
| --- | --- |
| 1 | -534.63947 |
| 2 | -359.36043 |
| 3 | -3648.73741 |
| 4 | -609.59649 |
| 5 | -626.23769 |
| 6 | -361.73401 |